Record 1
A structure of composition C41H39AsBF6N13OPb. Source: the Open Molecules 2025 dataset; level of theory: the ωB97M-V functional and the def2-TZVPD basis.

Results
Spin multiplicity ... 2
⟨S²⟩ ... 0.76
Relative energy (zero: lowest compared OMol25 entry of this formula, charge and spin) ... 44.60 kcal/mol
Total charge ... +3
DFT total energy ... -5424.63392 Ha
HOMO energy ... -14.1 eV

```
103
Properties=species:S:1:pos:R:3:forces:R:3:lowdin_charge:R:1
Pb -0.0453 -0.1766 0.4218 -0.1 -0.4 0.5 1.46
As -0.9630 3.5221 -1.1732 1.0 -1.0 1.8 0.73
F -1.0599 3.8958 0.4942 -0.2 0.2 -0.1 -0.19
F -0.8942 3.0342 -2.8354 0.0 0.0 -0.8 -0.22
F -1.3735 1.8404 -0.7756 -0.3 0.1 -0.2 -0.36
F -0.5355 5.1038 -1.6061 0.0 0.6 -0.2 -0.19
F 0.6852 3.0503 -0.9870 0.3 0.0 -0.2 -0.22
F -2.6496 3.8372 -1.3720 -0.4 0.3 0.5 -0.23
O -4.0010 -1.1161 -6.8635 0.3 0.9 -0.1 0.22
N 3.4488 0.7190 0.1052 -0.1 0.4 0.2 -0.05
N 0.2897 -2.9176 0.6990 0.0 -0.2 -0.1 -0.05
N -2.0700 -0.5850 3.5157 -0.6 0.0 -0.1 0.09
N 2.2108 2.3467 1.7186 0.3 0.3 0.1 -0.03
N -2.9476 0.9008 -6.7098 -0.6 2.1 0.7 0.27
N 3.3248 -3.9251 2.4400 0.0 0.3 -0.4 0.13
N -0.8910 -0.4939 3.1854 0.9 0.0 -0.1 0.02
N 2.4684 -0.1996 -0.0914 0.1 0.1 -0.1 -0.08
N 0.9763 1.7983 1.7041 0.0 0.5 0.4 -0.06
N -2.7207 -0.0951 1.2148 0.0 0.0 0.7 0.02
N -2.6004 -0.8345 -5.0966 0.0 0.4 -0.5 0.16
N -0.1994 -0.2140 -2.4069 0.0 -0.2 -0.5 0.00
N 5.2717 -2.8025 3.1724 -0.2 0.3 -0.4 0.08
C 3.2573 -4.6086 3.5925 0.6 0.6 0.1 -0.27
C -2.5175 5.6296 -3.7668 -0.9 -0.6 -0.6 0.05
C -3.0476 -0.4115 2.4902 0.2 0.2 -0.8 -0.30
C -2.7446 4.4047 -4.5566 0.4 1.2 0.9 -0.05
C 4.5569 0.3730 -0.5984 0.2 0.0 -0.1 -0.05
C -0.3514 -0.4965 5.6182 -0.2 0.0 0.0 -0.01
C 0.6296 -3.5964 1.7945 -0.2 -1.1 -0.1 -0.09
C -2.6988 3.2667 -6.6921 0.1 1.2 -0.4 0.10
C 0.5888 0.9265 -4.3392 0.2 0.2 -0.3 -0.01
C -5.0556 0.1295 0.7363 0.0 0.1 -0.2 -0.04
C -3.1099 3.1839 -3.9008 -0.6 -1.1 0.0 0.04
C -1.4374 -0.3372 -4.4480 0.2 0.2 -0.1 -0.22
C 0.6892 0.5819 -3.0056 0.0 -0.2 0.3 -0.14
C -4.3505 -0.5105 2.9202 -0.4 0.0 0.2 0.02
C -3.7166 0.1815 0.3723 0.2 -0.1 0.2 -0.14
C -3.2298 -0.4422 -6.2452 0.0 -1.8 1.0 -0.44
C -2.5853 4.4057 -5.9840 0.2 -0.1 -1.0 0.07
C 2.2333 3.4652 2.5601 0.3 -0.2 -0.3 -0.01
C 4.2988 -0.7932 -1.2722 0.0 -0.2 -0.1 -0.03
C 0.0454 -3.6246 -0.4189 0.0 -0.3 -0.2 -0.17
C 1.9544 -0.3631 6.2889 0.0 0.0 0.1 -0.05
C 0.0768 -5.0184 -0.4816 -0.2 1.0 -0.6 -0.04
C -0.4843 0.4687 -5.0711 -0.1 -0.1 -0.2 0.00
C 0.7319 -5.0165 1.8213 -0.6 0.9 -1.2 -0.19
C 0.6046 -0.4007 6.6180 -0.2 0.0 -0.1 -0.04
C 1.0865 -5.7494 3.0168 1.3 -0.3 1.6 -0.03
C -5.3766 -0.2408 2.0239 -0.1 -0.1 0.2 -0.02
C 0.2447 2.5562 2.5082 -0.2 -0.1 0.1 -0.11
C 2.9774 -1.1074 -0.9241 -0.1 -0.1 0.0 -0.16
C -2.9608 2.0233 -6.0040 0.0 -2.0 -0.7 -0.12
C 4.3127 -3.0514 2.2673 0.2 -0.8 1.3 -0.18
C 0.4027 -5.7225 0.6479 0.3 0.3 1.2 0.01
C 2.1659 -5.5485 3.8240 -1.4 -0.5 -0.9 0.00
C 5.2263 -3.4906 4.3127 -0.3 -0.1 -0.2 -0.11
C 0.0432 -0.5317 4.2804 0.0 0.1 0.0 -0.26
C -3.2067 2.0301 -4.5862 -0.1 0.2 0.8 0.08
C 4.2316 -4.4286 4.5729 0.0 0.1 -0.1 0.01
C 1.3928 -0.5008 3.9562 0.1 0.0 -0.3 -0.06
C -1.2322 -0.6746 -3.1179 -0.1 0.2 0.3 -0.07
C 2.3459 -0.4221 4.9601 0.2 0.0 -0.2 -0.06
C 1.0039 3.6226 3.0787 -0.5 -0.1 0.0 0.01
B 3.4123 1.9687 0.9612 -0.1 -0.6 -0.3 -0.40
H 4.2047 -4.9895 5.5008 0.0 0.1 -0.1 0.12
H -2.5650 3.2661 -7.7696 0.0 0.0 0.1 0.16
H 0.2974 -0.3335 7.6559 0.0 -0.1 -0.1 0.12
H -3.0523 0.9790 -7.7160 0.3 0.0 -0.4 0.20
H 0.7857 -3.0239 2.7049 0.1 -0.1 -0.1 0.11
H -0.8084 2.3346 2.6584 0.3 0.0 0.0 0.12
H -2.3539 5.3343 -6.4938 0.0 0.0 0.1 0.16
H -4.5483 -0.7671 3.9521 0.0 0.0 0.0 0.13
H 6.0106 -3.2881 5.0348 0.0 0.0 0.0 0.12
H 4.3664 -2.5283 1.3154 0.0 0.0 0.1 0.10
H -1.4313 5.7233 -3.5850 0.2 -0.1 0.0 0.15
H -3.2985 3.1960 -2.8335 -0.2 0.1 -0.4 0.11
H 0.6615 4.3893 3.7582 0.0 -0.1 -0.1 0.13
H 2.2796 -6.1789 4.7028 -0.1 0.0 -0.2 0.12
H 1.4998 0.9690 -2.3942 -0.1 -0.1 0.0 0.11
H 0.4330 -6.5885 3.2540 0.1 0.2 0.1 0.13
H -0.1631 -5.5314 -1.4064 0.0 0.1 0.1 0.12
H -3.4246 0.4799 -0.6325 0.0 -0.1 0.1 0.09
H 0.4270 -6.8062 0.6378 0.0 0.1 0.1 0.13
H 4.9647 -1.3500 -1.9184 -0.1 0.1 0.1 0.12
H 3.1347 4.0524 2.6959 -0.1 -0.3 -0.1 0.15
H 3.7529 2.9654 0.2747 0.1 -0.1 0.3 0.18
H -5.8272 0.3890 0.0218 0.1 -0.1 0.0 0.11
H -2.9872 5.5827 -2.7855 0.1 -0.1 0.0 0.11
H -0.5713 0.7297 -6.1181 0.2 -0.1 0.0 0.12
H 4.3910 1.9911 1.7354 -0.1 0.2 -0.2 0.17
H -1.9582 -1.3051 -2.5965 0.2 0.1 -0.1 0.13
H 1.6932 -0.5121 2.9083 0.0 -0.1 0.2 0.08
H 2.7015 -0.2780 7.0706 -0.1 0.0 -0.1 0.12
H -0.2002 -3.0381 -1.3075 0.0 -0.1 0.1 0.08
H 2.3744 -1.9468 -1.2572 0.1 0.1 0.2 0.11
H -6.4104 -0.3091 2.3398 0.1 0.0 0.0 0.13
H 1.3390 1.5649 -4.7967 -0.1 -0.1 0.1 0.13
H -2.9750 -1.7070 -4.7628 0.0 -0.3 0.0 0.18
H -1.4064 -0.5336 5.8535 0.0 0.1 0.1 0.11
H 3.3966 -0.3912 4.7015 0.0 0.0 0.0 0.11
H -3.5021 1.1201 -4.0843 0.0 0.1 -0.1 0.14
H -2.8120 6.5321 -4.3073 0.1 0.0 -0.2 0.13
H 5.4501 0.9886 -0.5752 -0.2 -0.1 0.1 0.14
```
Positions in Å, forces in eV/Å.



Record 2
A structure of composition C41H39Br5N7O4S2Tl. Source: the Open Molecules 2025 dataset; level of theory: the ωB97M-V functional and the def2-TZVPD basis.

Results
Relative energy (zero: lowest compared OMol25 entry of this formula, charge and spin) ... 13.54 kcal/mol
Total charge ... -2
DFT total energy ... -16109.09394 Ha
HOMO energy ... -2.0 eV

```
99
Properties=species:S:1:pos:R:3:forces:R:3:lowdin_charge:R:1
Tl -1.8540 -0.2025 -0.6337 0.1 0.0 0.1 0.86
Br -7.0024 -1.9985 -1.0611 0.0 0.0 0.0 0.70
Br -7.5128 -4.9640 0.4058 0.0 0.0 0.0 0.62
Br -5.0003 -6.3869 2.0445 0.0 0.0 0.0 0.63
Br -2.5883 5.6814 3.4226 0.0 0.0 0.0 0.68
Br -2.0636 -4.8123 2.1962 0.0 0.0 0.0 0.71
S -4.6156 3.2910 -0.4870 0.0 0.0 0.0 0.56
S -1.3195 -2.4857 -2.8708 -0.1 0.0 -0.1 0.63
O -4.1904 -1.0627 -0.6676 0.0 0.1 0.0 -0.33
O -2.1318 -2.2396 0.6496 0.1 0.1 -0.1 -0.28
O -0.4300 0.1983 2.2498 -0.1 0.1 0.0 0.05
O -2.9492 0.5841 2.1362 0.0 0.0 0.1 -0.12
N -4.8078 2.9052 -3.1827 0.0 0.0 0.0 -0.14
N -4.9532 1.0727 -2.0538 0.0 -0.1 0.0 0.07
N 1.2667 -1.9066 -3.1612 0.0 0.0 -0.1 -0.18
N 2.3606 3.3409 2.8435 -0.1 0.0 0.0 0.18
N 0.7952 -3.7086 -1.7946 -0.1 0.0 0.0 -0.23
N 2.0524 1.1357 3.0067 0.0 0.0 0.0 0.19
N 1.5026 -1.2897 0.8208 0.0 0.0 0.0 0.12
C 5.9597 2.4688 2.9646 0.0 0.0 0.0 -0.12
C -5.6045 -2.8775 -0.1139 -0.1 0.0 0.0 -0.63
C 3.6041 -0.3276 0.1022 0.0 0.0 0.0 -0.17
C -1.8672 3.9601 3.0366 0.0 0.0 0.0 -0.68
C 2.6322 -1.8170 -2.6621 0.0 0.0 0.0 -0.05
C 2.8561 -1.4063 0.6497 0.1 0.0 0.0 -0.30
C -4.3849 -2.2103 -0.0935 0.1 0.1 0.0 -0.44
C -0.8261 1.4420 2.5100 0.0 0.0 0.0 -0.19
C -4.9488 1.8694 -4.0962 0.0 0.0 0.0 -0.07
C 4.9728 -0.5126 -0.0602 0.0 0.0 0.0 -0.07
C 0.0229 2.5076 2.8053 0.0 0.0 0.0 -0.06
C 3.4095 1.4069 3.0316 0.0 0.0 0.0 -0.22
C -3.2665 -2.8311 0.6081 -0.2 0.0 0.1 -0.46
C 3.6210 2.7888 2.9264 0.0 0.0 0.0 -0.22
C 4.8996 -2.7071 0.8860 0.0 0.0 0.0 -0.13
C -3.5212 -4.0644 1.2304 0.1 0.0 0.0 -0.63
C 0.9016 -0.7995 -4.0270 0.0 0.0 0.0 -0.09
C -5.0323 0.7301 -3.3818 0.0 0.0 0.0 -0.08
C -4.8000 2.4052 -1.9113 0.0 0.0 0.1 -0.80
C 3.1301 3.3638 -0.4925 0.0 0.0 0.0 -0.14
C 5.7625 1.0846 3.0618 0.0 0.0 0.0 -0.10
C 3.5293 -2.5726 1.0410 0.0 0.0 0.0 -0.06
C 4.8909 3.3468 2.8932 0.0 0.0 0.0 -0.05
C -4.6436 4.2963 -3.5200 0.0 0.0 0.0 -0.06
C 2.9510 0.9586 -0.3025 -0.1 -0.1 0.0 -0.23
C -4.3639 0.6642 2.2403 0.0 0.0 -0.1 -0.06
C 1.6340 0.9344 -0.8292 0.0 0.2 0.1 -0.09
C -2.2242 1.6676 2.4652 0.0 0.1 0.0 -0.22
C -4.7670 -4.7104 1.1832 -0.1 0.0 0.0 -0.78
C -2.7417 2.9199 2.7307 0.0 0.0 0.0 -0.07
C 4.4926 0.5368 3.0952 0.0 0.0 0.0 -0.01
C -0.5115 3.7793 3.0744 0.0 0.0 0.0 -0.10
C -0.1387 -4.3130 -0.8539 0.0 0.0 0.0 -0.13
C 1.1343 2.2043 -1.1686 0.0 0.0 0.0 -0.18
C -5.8161 -4.1224 0.5083 0.0 0.0 0.0 -0.78
C 0.3281 -2.6942 -2.6123 0.1 0.0 0.2 -0.76
C 1.4662 2.2958 2.8704 0.1 0.0 0.0 -0.24
C 3.6807 2.1421 -0.1371 0.1 -0.1 0.0 -0.09
C 1.7329 -4.6643 -2.3547 0.0 0.0 0.0 -0.07
C 1.8422 3.3943 -1.0127 -0.1 0.0 0.0 -0.14
C 5.6355 -1.6749 0.3223 0.0 0.0 0.0 -0.13
H -4.6534 0.8929 3.2715 0.0 0.0 0.0 0.10
H 2.7453 -2.3896 -1.7479 0.0 0.0 0.0 0.08
H 5.5441 0.2900 -0.5136 0.0 0.0 0.0 0.10
H -3.7367 4.4415 -4.1093 0.0 0.0 0.0 0.09
H 0.4462 -4.8196 -0.0825 0.0 0.0 0.0 0.08
H 6.6236 0.4287 3.0834 0.0 0.0 0.0 0.09
H -4.5595 4.8500 -2.5871 0.0 0.0 0.0 0.03
H -4.7319 -0.3177 1.9558 0.0 0.0 0.0 0.09
H 2.1443 4.2517 2.4795 0.0 0.0 0.0 0.15
H 5.0422 4.4144 2.7922 0.0 0.0 0.0 0.10
H 2.3678 -5.0675 -1.5630 0.0 0.0 0.0 0.09
H 3.6966 4.2795 -0.3473 0.0 0.0 0.0 0.08
H 2.9462 -3.3819 1.4693 0.0 0.0 0.0 0.10
H 1.1933 -5.4976 -2.8265 0.0 0.0 0.0 0.09
H 1.3837 4.3431 -1.2809 0.0 0.0 0.0 0.08
H 0.5482 0.1153 2.2703 0.0 0.0 0.0 0.07
H 0.9865 -2.1406 0.9889 -0.1 0.0 0.0 0.10
H -4.8781 0.3448 -1.3149 0.0 0.0 0.0 0.08
H -5.5056 4.6569 -4.0844 0.0 0.0 0.0 0.08
H 0.1377 4.5996 3.3463 0.0 0.0 0.0 0.09
H 3.3443 -2.1756 -3.4141 0.0 0.0 0.0 0.09
H 2.3696 -4.2014 -3.1031 0.0 0.0 0.0 0.07
H 0.7773 0.1026 -3.4184 0.0 0.0 0.0 0.08
H -5.1308 -0.2970 -3.6829 0.0 0.0 0.0 0.12
H -0.7591 -3.5487 -0.3883 0.0 -0.1 0.0 0.03
H 6.7047 -1.7706 0.1742 0.0 0.0 0.0 0.08
H 4.3332 -0.5335 3.1229 0.0 0.0 0.0 0.11
H 4.6706 2.1183 0.3113 0.0 0.0 0.0 0.09
H 6.9698 2.8587 2.9285 0.0 0.0 0.0 0.09
H -0.8018 -5.0406 -1.3353 0.0 0.0 0.0 0.08
H 0.1196 2.2841 -1.5631 0.0 0.0 0.0 0.05
H 1.0973 -0.5994 0.1534 0.0 -0.1 0.0 0.02
H -4.7638 1.4153 1.5559 0.0 0.0 0.0 0.03
H -3.8043 3.0983 2.6705 0.0 0.0 0.0 0.09
H -4.9649 2.0451 -5.1563 0.0 0.0 0.0 0.11
H -0.0248 -1.0237 -4.5463 0.0 0.0 0.0 0.04
H 2.8359 -0.7720 -2.4292 0.0 0.0 0.0 0.08
H 1.7099 -0.6433 -4.7448 0.0 0.0 0.0 0.08
H 5.3869 -3.6254 1.1952 0.0 0.0 0.0 0.09
```
Positions in Å, forces in eV/Å.